# 1
Entry from the OMol25 dataset: a molecular structure, C33H60AgBN11O4SSbSi3 (the ωB97M-V functional and the def2-TZVPD basis).

Positions of all 115 atoms, in Å:
Ag -1.38738 -0.13242 0.47095
C -2.10781 3.75324 -0.38477
C -3.18626 2.88011 0.16780
C -4.56392 3.13069 0.15441
C -5.12011 2.07469 0.85045
N -4.11901 1.23672 1.21947
N -2.92950 1.73102 0.80256
B -4.24588 -0.02400 2.13962
N -3.00291 -0.11216 3.09004
C -3.10810 -0.19520 4.43225
C -1.83944 -0.10743 4.98232
C -0.99003 -0.00589 3.87158
C 0.47809 0.22081 3.85418
N -1.69708 -0.02607 2.73867
N -4.31651 -1.33609 1.28115
C -5.29764 -2.23157 1.03351
C -4.79987 -3.20433 0.18586
C -3.47618 -2.80817 -0.05651
C -2.46205 -3.45762 -0.93491
N -3.20000 -1.67786 0.58979
N -5.44924 0.18001 3.04189
C -5.66722 1.27861 3.78813
C -6.76138 1.02706 4.59001
C -7.14542 -0.28870 4.26391
C -8.32006 -1.05556 4.77238
N -6.33590 -0.79499 3.35766
H -2.50980 4.41713 -1.15944
H -1.68622 4.37452 0.41719
H -1.31171 3.12730 -0.79211
H -5.10287 3.98238 -0.21983
H -6.14732 1.84248 1.07522
H -4.06945 -0.35030 4.92216
H -1.55322 -0.10375 6.01793
H 0.87413 -0.17563 4.77335
H 0.89308 -0.30922 3.00251
H 0.74611 1.27456 3.73322
H -6.26206 -2.15048 1.50496
H -5.28493 -4.09829 -0.17021
H -2.68256 -4.48391 -1.20837
H -2.37762 -2.84384 -1.85677
H -1.49021 -3.43345 -0.44424
H -5.03734 2.15366 3.74210
H -7.17348 1.71987 5.31017
H -8.78236 -0.48148 5.56162
H -9.06183 -1.22687 3.98444
H -8.01126 -2.02681 5.14625
C 3.71128 2.86827 -5.38927
C 3.39966 1.36360 -5.27899
S 1.61991 1.16501 -5.33068
O 1.16529 1.68885 -6.58023
O 1.05789 1.78382 -4.13371
C 1.34224 -0.61155 -5.25411
C -0.10595 -1.06258 -5.13709
N -0.71281 -0.54489 -3.90067
C -0.44163 -0.96257 -2.65243
N -1.03596 -0.19448 -1.74443
C -1.70996 0.78205 -2.42767
C -1.50807 0.58635 -3.74316
N -1.96446 1.41746 -4.82904
O -2.46813 2.45665 -4.48787
O -1.81824 1.03604 -5.96959
C 0.35666 -2.21010 -2.34740
H 4.79880 2.93627 -5.42187
H 3.32676 3.44025 -4.52435
H 3.28144 3.29094 -6.29497
H 3.76747 0.89140 -4.36729
H 3.80584 0.81216 -6.14688
H 1.89284 -0.95908 -4.38441
H 1.81136 -1.01520 -6.14283
H -0.10859 -2.15339 -5.03733
H -0.70180 -0.78489 -5.99283
H -2.30375 1.52891 -1.94257
H -0.18452 -3.05188 -2.78322
H 0.42600 -2.34489 -1.24954
H 1.33667 -2.16710 -2.79667
C 5.84259 -1.91977 -0.59607
Si 4.04124 -2.03432 -0.89110
C 3.84745 -1.26474 -2.56386
C 3.48723 -3.75705 -0.65424
Sb 2.88128 -0.39259 0.71576
Si 2.98916 2.13851 0.09197
C 2.79714 3.04985 1.65698
C 4.75398 2.05615 -0.44353
C 1.78291 2.56270 -1.20374
Si 3.82841 -0.95214 2.99949
C 5.56814 -1.39830 2.64396
C 3.83299 0.60976 3.97517
C 2.97909 -2.44376 3.66574
H 6.32133 -2.42722 -1.45471
H 6.21880 -2.39762 0.28332
H 6.17440 -0.88765 -0.63351
H 3.83129 -1.96103 -3.42028
H 4.68111 -0.56946 -2.75147
H 2.91220 -0.67029 -2.56343
H 4.21012 -4.46368 -1.04096
H 2.51377 -3.95453 -1.09547
H 3.37448 -3.94200 0.42980
H 3.64897 2.80595 2.31181
H 1.87719 2.76034 2.16819
H 2.76577 4.13832 1.51007
H 5.39460 1.70560 0.36714
H 5.11425 3.06132 -0.72043
H 4.90952 1.39931 -1.31538
H 0.76880 2.47974 -0.81224
H 1.87181 1.85341 -2.04711
H 1.94311 3.57145 -1.62454
H 6.04512 -0.66341 1.98337
H 5.60308 -2.37611 2.17616
H 6.17527 -1.45874 3.56612
H 4.61048 1.25238 3.54068
H 4.12118 0.41758 5.01530
H 2.89395 1.14999 3.99424
H 3.10696 -3.22977 2.92622
H 1.91373 -2.30202 3.84953
H 3.41264 -2.79434 4.60961

Properties
* expectation value of S²: 0.754
* 2S+1: 2
* total energy: -105453.03062 eV
* HOMO (spin up / spin down): -10.212 / -10.211 eV
* energy relative to the best compared isomer or geometry (same formula, charge and spin): 1.253 eV
* LUMO level (spin up / spin down): -2.28 / -5.41 eV
* charge: +1

Results of the Mulliken charge analysis, in e, for atoms 1 through 8: 0.5060 -0.4919 0.3396 -1.5330 -0.2278 1.3176 -0.6103 0.0615



# 2
Entry from the OMol25 dataset: 5 unconnected molecules or ions with the total composition C33H61BO6 (the ωB97M-V functional and the def2-TZVPD basis).

Positions of all 101 atoms, in Å:
C 6.18101 -4.48372 1.71089
C 5.82483 -3.46745 0.43105
C 5.68727 -1.96858 1.07684
C 4.46273 -4.06774 -0.24994
C 3.32824 -2.95506 -0.65167
C 3.80971 -1.83994 -1.75137
C 1.98335 -3.82137 -1.11708
O 1.00660 -3.03035 -1.88035
B -0.08192 -2.68458 -0.89900
C -1.57889 -3.38902 -0.95434
C -2.03807 -4.06742 0.49225
C -3.17470 -5.25942 0.22592
C -3.11911 -6.30513 1.52894
O -4.35054 -6.23074 2.35591
C 0.35196 -1.50089 0.20779
C 0.39321 -1.76791 1.84009
C 0.88480 -0.53554 2.81334
C 1.32410 0.89602 2.11101
C 1.27172 1.17763 0.49027
C 0.77955 -0.04198 -0.49012
H 7.34531 -4.49277 1.91570
H 5.75376 -5.56711 1.55505
H 5.68110 -4.02186 2.69179
H 6.75529 -3.55061 -0.29255
H 4.68170 -1.75206 1.63444
H 6.56450 -1.86989 1.88019
H 5.93051 -1.12187 0.27129
H 4.69568 -4.69269 -1.23454
H 3.97435 -4.82363 0.50919
H 3.02332 -2.38615 0.34947
H 2.95821 -1.38314 -2.41031
H 4.25786 -0.92831 -1.12417
H 4.71843 -2.21157 -2.42546
H 1.50703 -4.33171 -0.17080
H 2.37280 -4.68736 -1.83871
H -2.42148 -2.69270 -1.37653
H -1.49374 -4.30993 -1.70822
H -1.09196 -4.54896 0.98498
H -2.46513 -3.19801 1.17420
H -4.26722 -4.82641 0.14673
H -2.93946 -5.90301 -0.73887
H -2.14516 -6.11437 2.18022
H -3.04397 -7.43129 1.14086
H -4.08026 -5.75549 3.21801
H 0.07172 -2.83051 2.22637
H 0.95022 -0.71588 3.98205
H 1.71073 1.77501 2.79118
H 1.57001 2.19364 -0.01031
H 0.71925 0.07152 -1.67709
C 3.21411 6.53946 -0.26091
C 1.72764 6.78429 -0.22606
C 1.17576 5.44644 -0.66790
O 2.10697 4.44715 -0.23042
C 3.30899 5.10122 0.19921
H 3.78754 7.22645 0.36655
H 3.58071 6.62747 -1.29057
H 1.41109 6.99801 0.80165
H 1.40296 7.61109 -0.86283
H 1.10807 5.38520 -1.75924
H 0.18839 5.23992 -0.24491
H 3.35208 5.03650 1.29191
H 4.17865 4.58417 -0.21557
C -1.74211 1.49622 -3.61552
C -1.67754 1.19076 -5.08972
C -1.15998 2.49296 -5.66073
O -0.33100 3.08878 -4.65330
C -0.52973 2.38051 -3.42201
H -1.72628 0.60638 -2.98117
H -2.65563 2.06043 -3.39307
H -0.95205 0.38891 -5.27078
H -2.63611 0.88790 -5.51860
H -1.97963 3.18761 -5.87285
H -0.57972 2.34787 -6.57654
H 0.36930 1.78452 -3.23078
H -0.65655 3.09354 -2.60274
C -5.40407 0.60423 -0.38484
C -5.79756 -0.15531 0.85572
C -5.37775 -1.56719 0.50929
O -4.24864 -1.46197 -0.36887
C -4.12769 -0.09755 -0.79426
H -5.26705 1.67580 -0.21919
H -6.16867 0.47142 -1.15950
H -5.21723 0.20747 1.71227
H -6.85909 -0.07434 1.10292
H -6.17106 -2.09714 -0.02845
H -5.10412 -2.15178 1.39238
H -3.25771 0.33430 -0.28761
H -3.95639 -0.06157 -1.87363
C -0.88750 3.64256 3.74940
C -2.33262 3.23813 3.61234
C -2.85500 4.25886 2.62498
O -1.75697 4.61382 1.77325
C -0.54961 4.09106 2.34443
H -0.23852 2.83971 4.10822
H -0.80286 4.48822 4.44224
H -2.39684 2.23281 3.17956
H -2.88126 3.23920 4.55759
H -3.19079 5.16858 3.13393
H -3.68036 3.87263 2.01994
H -0.22578 3.24696 1.72583
H 0.22989 4.85766 2.32442

Properties
* 2S+1: 1
* total energy: -48157.99163 eV
* HOMO: -8.328 eV
* SMILES: CC(C)C[C@@H](C)COB(CCCCO)c1ccccc1.C1CCOC1.C1CCOC1.C1CCOC1.C1CCOC1
* LUMO level: 0.12 eV

Results of the Mulliken charge analysis, in e, for atoms 1 through 8: -1.1853 0.5988 -1.1191 -1.0010 1.2174 -1.0198 -0.5992 -0.5879



# 3
Entry from the OMol25 dataset: 10 unconnected molecules or ions with the total composition C33H61NO27 (the ωB97M-V functional and the def2-TZVPD basis).

Positions of all 122 atoms, in Å:
C -3.25628 -2.70808 0.85465
C -4.25569 -1.82356 0.13245
C -5.68686 -2.39958 -0.09252
O -6.48211 -1.62359 0.83254
C -5.76258 -0.67796 1.40312
O -6.25975 0.13473 2.21119
O -4.48392 -0.76144 1.06759
H -3.15913 -3.74933 0.45520
H -3.45163 -2.76615 1.88691
H -2.22633 -2.27176 0.90354
H -3.80308 -1.50895 -0.81376
H -5.75839 -3.44346 -0.09968
H -5.97870 -2.03473 -1.10542
C -6.24594 -0.67403 -3.68426
C -4.89170 -1.15339 -4.28256
C -4.10216 -0.10420 -5.12905
O -2.73064 -0.36355 -4.84814
C -2.65652 -1.16162 -3.77207
O -1.67042 -1.53247 -3.27331
O -3.87213 -1.48585 -3.37655
H -6.21176 0.15701 -2.95681
H -6.76447 -1.45810 -3.20498
H -6.85409 -0.39340 -4.52922
H -5.14513 -1.94180 -5.01691
H -4.27846 0.91047 -4.77155
H -4.23571 -0.30757 -6.21776
C 2.29213 0.55850 -2.90927
O 2.40125 -0.83936 -2.66937
C 3.71607 -1.33436 -2.58536
O 4.89485 -0.55532 -2.69252
O 3.75427 -2.69138 -2.35368
C 4.94823 -3.41380 -2.15815
H 2.78620 1.07158 -2.10293
H 1.24369 0.84683 -2.93110
H 2.78322 0.79443 -3.82980
H 5.80596 -2.69543 -2.30093
H 5.02000 -4.12083 -2.94007
H 5.00712 -4.00908 -1.32261
C 0.98088 -4.10353 2.27079
O 0.30375 -4.17793 1.05154
C 0.99246 -4.17809 -0.07355
O 2.42018 -4.01162 -0.04410
O 0.29885 -4.14442 -1.31092
C 0.99125 -3.99981 -2.57771
H 0.27471 -3.89884 3.00248
H 1.66851 -3.21077 2.23796
H 1.47422 -5.03303 2.50213
H 1.88105 -4.58707 -2.61257
H 1.29658 -3.02525 -2.96183
H 0.30436 -4.41692 -3.37244
C 1.37639 6.05622 3.69525
O 0.13118 6.09764 2.94311
C -0.09119 4.95485 2.21040
O 0.76123 3.86538 2.29435
O -1.26200 4.99478 1.48360
C -1.53444 3.86524 0.73044
H 1.39361 5.10383 4.21525
H 1.50868 6.96564 4.31877
H 2.27016 6.15691 3.03654
H -1.29589 3.04104 1.35208
H -0.92860 3.75432 -0.13551
H -2.60817 3.79523 0.44315
C 1.84950 -0.61390 4.49359
O 0.88605 0.26610 3.91996
C -0.30324 -0.08543 3.59692
O -0.73078 -1.45387 3.66827
O -1.08759 0.92075 3.18760
C -2.38773 0.78476 2.74893
H 1.61353 -0.89323 5.58030
H 2.85307 -0.28618 4.59354
H 1.89489 -1.58456 3.99350
H -3.02930 0.41366 3.57100
H -2.33940 0.03485 1.92937
H -2.85657 1.72967 2.42455
C 4.72894 -1.81781 0.73822
O 5.66157 -1.71075 1.81700
C 5.20981 -1.95635 2.99485
O 4.00423 -2.71352 3.20250
O 6.04697 -1.70846 3.98317
C 5.63816 -1.94365 5.33211
H 5.15429 -1.29416 -0.13187
H 3.77564 -1.50743 1.05661
H 4.64758 -2.88982 0.46796
H 6.59351 -1.81743 5.83463
H 5.23903 -2.86150 5.54153
H 5.01560 -1.16154 5.73904
C -5.25063 5.02325 -4.06928
O -4.68476 4.66111 -2.83728
C -5.15117 3.52764 -2.30844
O -6.21893 2.78083 -2.90547
O -4.57457 3.08230 -1.24491
C -5.03921 1.86322 -0.66906
H -6.33219 4.98113 -4.08361
H -4.87468 4.41068 -4.90516
H -5.09156 6.05237 -4.33312
H -6.00482 1.93116 -0.12637
H -4.27675 1.48973 0.02468
H -5.12337 1.01849 -1.34771
C 3.34141 3.69213 0.51473
O 4.66647 3.62992 0.03760
C 5.25267 2.43233 -0.07379
O 4.52336 1.21535 0.16275
O 6.48623 2.53149 -0.53054
C 7.11671 1.23875 -0.60438
H 3.18322 2.90154 1.26838
H 2.49296 3.43190 -0.18310
H 3.09241 4.60412 1.00378
H 6.70394 0.64012 -1.38461
H 7.05529 0.76123 0.36668
H 8.16136 1.45028 -0.85082
C 1.51441 0.43121 0.80347
C 0.85778 -0.93036 0.54274
C -0.18006 -0.85426 -0.58001
C -1.23962 0.10364 -0.40978
N -2.06469 0.88429 -0.20747
H 1.76826 1.07721 0.02190
H 2.43509 0.40377 1.40602
H 0.76741 1.10435 1.27992
H 0.40864 -1.43975 1.39882
H 1.65229 -1.55325 0.18856
H -0.69749 -1.85423 -0.47615
H 0.20967 -0.90708 -1.64832

Properties
* 2S+1: 1
* total energy: -91971.11549 eV
* HOMO: -9.702 eV
* energy relative to the best compared isomer or geometry (same formula, charge and spin): 2.958 eV
* SMILES: C[C@H]1COC(=O)O1.C[C@H]1COC(=O)O1.COC(=O)OC.COC(=O)OC.COC(=O)OC.COC(=O)OC.COC(=O)OC.COC(=O)OC.COC(=O)OC.CCCC#N
* LUMO level: 0.46 eV

Results of the Mulliken charge analysis, in e, for atoms 1 through 8: -1.3261 1.4262 0.0670 -0.3939 0.3596 -0.6416 0.1578 0.3945



Number 1: F_max 1.26 eV Å⁻¹. Number 2: F_max 4.85 eV Å⁻¹. Number 3: F_max 8.96 eV Å⁻¹.